*a*
Here is C22H17N3O7PdS3Sb as an isolated structure from OMol25. Energies are from ωB97M-V with the def2-TZVPD basis set.

The geometry in XYZ format:
```
54
Properties=species:S:1:pos:R:3:mulliken_spin:R:1
Pd -1.51 0.29 1.34 1.45
S 0.00 2.96 -2.91 0.87
Sb -0.45 1.29 -1.34 0.00
S 0.41 2.09 0.78 1.15
S -2.33 2.14 -0.09 0.99
O -1.31 -1.67 2.69 0.05
C -0.22 -1.95 3.18 0.00
C 1.06 -1.78 2.55 -0.01
C 2.19 -2.18 3.26 -0.01
C 3.43 -2.04 2.71 0.01
C 3.59 -1.47 1.44 0.00
C 2.50 -1.06 0.73 0.05
C 1.18 -1.21 1.25 -0.03
O 0.17 -0.87 0.53 0.12
N 4.61 -2.48 3.46 0.00
O 4.43 -3.00 4.54 0.00
O 5.70 -2.31 2.95 0.00
H -0.20 -2.38 4.20 0.00
H 2.09 -2.62 4.25 0.00
H 4.59 -1.35 1.05 0.00
H 2.60 -0.61 -0.25 0.00
C -5.72 -2.03 -2.19 0.00
O -4.99 -2.07 -0.98 0.00
C -5.03 -0.99 -0.16 0.02
C -5.68 0.20 -0.47 0.01
C -5.73 1.23 0.45 0.01
C -5.14 1.09 1.70 -0.01
C -4.48 -0.09 2.00 0.00
C -4.40 -1.12 1.08 0.02
N -3.78 -2.32 1.49 0.00
C -3.09 -3.23 0.83 0.00
C -2.54 -3.20 -0.44 0.00
C -2.25 -4.46 -1.04 0.00
C -1.80 -4.55 -2.32 0.00
C -1.60 -3.35 -3.06 0.00
C -1.81 -2.13 -2.50 0.02
C -2.24 -1.98 -1.14 -0.03
O -2.30 -0.84 -0.59 0.04
H -5.63 -3.02 -2.63 0.00
H -5.29 -1.29 -2.88 0.00
H -6.77 -1.80 -2.01 0.00
H -6.14 0.32 -1.44 -0.01
H -6.23 2.15 0.19 0.00
H -5.18 1.89 2.43 0.00
H -4.02 -0.22 2.98 0.00
H -3.85 -2.48 2.48 0.00
H -2.97 -4.16 1.39 0.00
H -2.44 -5.36 -0.47 0.00
H -1.61 -5.52 -2.77 0.00
H -1.25 -3.41 -4.08 0.00
H -1.63 -1.22 -3.05 0.01
O -0.21 2.73 4.40 0.08
C -0.85 1.96 3.79 0.05
N -1.54 1.16 3.21 0.16
```

As for the multiplicity: 6. As for the HOMO-LUMO gap (alpha / beta): 7.50 / 5.67 eV. Its expectation value of S² is 8.784. The LUMO energy (alpha / beta) comes out at -0.954 / -2.803 eV.


*b*
Here is C22H17N3O7PdS3Sb as an isolated structure from OMol25. Energies are from ωB97M-V with the def2-TZVPD basis set.

The geometry in XYZ format:
```
54
Properties=species:S:1:pos:R:3:mulliken_spin:R:1
Pd 0.60 -1.08 1.68 1.43
S -4.04 -0.55 -0.55 0.82
Sb -1.76 -0.73 -0.08 0.03
S -1.23 0.89 1.67 1.08
S -1.65 -2.13 1.89 1.05
O 2.94 -0.76 1.49 0.05
C 3.41 0.38 1.38 0.00
C 2.90 1.44 0.58 -0.02
C 3.59 2.65 0.53 -0.01
C 3.09 3.72 -0.18 0.02
C 1.86 3.61 -0.85 -0.01
C 1.16 2.44 -0.82 0.04
C 1.65 1.29 -0.14 -0.02
O 1.02 0.20 -0.18 0.11
N 3.82 4.95 -0.23 0.00
O 4.90 4.99 0.33 0.00
O 3.33 5.88 -0.84 0.00
H 4.32 0.63 1.95 0.00
H 4.53 2.76 1.06 0.00
H 1.49 4.48 -1.38 0.00
H 0.21 2.35 -1.32 0.00
C 0.80 -6.43 -0.87 0.00
O 1.44 -5.29 -0.34 0.00
C 1.04 -4.82 0.86 0.03
C -0.07 -5.28 1.56 0.00
C -0.35 -4.82 2.84 0.01
C 0.49 -3.90 3.46 -0.01
C 1.58 -3.40 2.77 0.00
C 1.86 -3.83 1.47 0.04
N 3.02 -3.37 0.85 0.00
C 3.28 -3.16 -0.43 0.00
C 2.41 -3.04 -1.52 -0.01
C 2.98 -3.19 -2.82 -0.01
C 2.22 -3.14 -3.95 0.01
C 0.84 -2.90 -3.84 0.00
C 0.26 -2.72 -2.62 0.02
C 1.00 -2.75 -1.40 -0.02
O 0.42 -2.48 -0.31 0.05
H 1.37 -6.69 -1.77 0.00
H -0.24 -6.21 -1.16 0.00
H 0.83 -7.26 -0.17 0.00
H -0.73 -6.01 1.11 -0.01
H -1.22 -5.19 3.35 0.00
H 0.29 -3.56 4.47 0.00
H 2.29 -2.73 3.27 0.00
H 3.76 -3.13 1.50 0.00
H 4.34 -3.07 -0.66 0.00
H 4.04 -3.39 -2.88 0.00
H 2.68 -3.28 -4.92 0.00
H 0.24 -2.86 -4.74 0.00
H -0.80 -2.52 -2.54 0.01
O 0.45 1.24 5.15 0.08
C 0.67 0.41 4.36 0.04
N 1.00 -0.48 3.64 0.17
```

As for the multiplicity: 6. As for the HOMO-LUMO gap (alpha / beta): 7.38 / 5.49 eV. Its expectation value of S² is 8.789. The LUMO energy (alpha / beta) comes out at -1.141 / -2.977 eV.


Which structure is the least stable? The one labeled *b*.


*a*
Here is a 20-piece molecular cluster, C9H56NO20 overall from OMol25. Energies are from ωB97M-V with the def2-TZVPD basis set.

The geometry in XYZ format:
```
86
Properties=species:S:1:pos:R:3:lowdin_charge:R:1
C 2.25 -0.76 1.05 -0.07
C 0.69 -0.70 1.19 -0.43
C 0.29 0.70 1.89 -0.13
C -1.23 1.06 1.79 -0.19
C -1.79 0.86 0.34 -0.15
C -1.42 -0.53 -0.29 -0.51
N 0.05 -0.76 -0.19 -0.20
O 0.49 -1.78 -1.14 -0.37
C -1.82 -0.30 -1.76 -0.09
C -2.40 -1.60 0.26 -0.06
C 0.23 -1.96 2.11 -0.04
H 2.70 -0.15 0.27 0.06
H 2.50 -1.78 0.73 0.06
H 2.81 -0.58 1.97 0.06
H 0.77 1.54 1.38 0.09
H 0.74 0.72 2.88 0.10
H -1.34 2.13 1.99 0.08
H -1.88 0.59 2.53 0.08
H -1.37 1.67 -0.25 0.10
H -2.88 0.93 0.32 0.10
H -1.11 0.31 -2.32 0.07
H -2.79 0.20 -1.85 0.07
H -1.77 -1.20 -2.37 0.06
H -3.39 -1.39 -0.16 0.07
H -2.48 -1.54 1.35 0.05
H -2.10 -2.63 0.09 0.07
H 0.17 -2.87 1.52 0.06
H -0.76 -1.68 2.47 0.04
H 0.87 -2.13 2.98 0.06
O 3.01 1.02 -3.35 -0.06
H 3.03 1.80 -2.80 0.02
H 2.60 0.35 -2.80 0.02
O 5.82 -6.98 1.75 -0.06
H 5.64 -6.61 0.89 0.02
H 5.88 -6.22 2.33 0.03
O 7.22 -2.80 4.86 -0.05
H 7.55 -2.95 5.75 0.02
H 6.71 -2.00 4.93 0.03
O -8.65 -0.84 -0.42 -0.05
H -8.75 -0.83 0.53 0.03
H -8.65 -1.77 -0.65 0.03
O -3.26 -4.33 -8.78 -0.06
H -3.07 -4.12 -7.86 0.03
H -3.80 -3.60 -9.09 0.03
O -2.46 5.33 -5.99 -0.06
H -2.31 4.93 -5.14 0.03
H -1.89 4.84 -6.59 0.03
O -8.20 1.71 -4.16 -0.06
H -8.37 1.39 -3.27 0.02
H -7.93 0.93 -4.64 0.03
O 6.61 5.07 1.66 -0.06
H 5.68 4.87 1.70 0.03
H 6.90 4.71 0.82 0.03
O 4.54 3.42 6.81 -0.05
H 3.92 4.14 6.77 0.03
H 4.07 2.72 7.26 0.02
O 3.99 -5.49 -1.75 -0.06
H 3.19 -5.05 -1.46 0.03
H 4.16 -5.13 -2.62 0.03
O -6.51 -4.85 -3.01 -0.06
H -6.83 -5.59 -2.50 0.02
H -5.56 -4.97 -3.03 0.03
O -6.19 6.14 -0.95 -0.05
H -6.28 5.21 -0.76 0.03
H -7.08 6.44 -1.14 0.03
O 2.74 -2.50 -6.25 -0.06
H 2.31 -2.41 -5.40 0.03
H 3.07 -1.62 -6.44 0.03
O 3.75 5.11 -1.47 -0.05
H 3.06 5.67 -1.10 0.03
H 4.40 5.72 -1.80 0.03
O -2.10 -6.05 -3.80 -0.06
H -1.54 -5.31 -3.55 0.03
H -1.51 -6.80 -3.83 0.03
O 1.64 0.94 8.85 -0.05
H 0.72 0.89 8.57 0.03
H 1.63 1.51 9.62 0.03
O 0.62 7.47 5.22 -0.06
H -0.19 6.97 5.16 0.03
H 0.75 7.82 4.34 0.03
O -2.61 0.86 7.77 -0.05
H -2.79 0.39 6.95 0.03
H -3.46 0.92 8.21 0.03
O 7.18 1.00 -4.10 -0.06
H 6.24 0.83 -4.06 0.02
H 7.32 1.36 -4.98 0.02
```

As for the multiplicity: 1. Its total charge is -1. As for the HOMO-LUMO gap: 4.00 eV. The LUMO energy comes out at 1.748 eV.


*b*
Here is a 20-piece molecular cluster, C9H56NO20 overall from OMol25. Energies are from ωB97M-V with the def2-TZVPD basis set.

The geometry in XYZ format:
```
86
Properties=species:S:1:pos:R:3:lowdin_charge:R:1
C 1.29 1.97 -0.18 -0.02
C 0.20 0.91 -0.27 -0.48
C 0.89 -0.30 -0.95 -0.12
C 0.23 -1.64 -0.74 -0.17
C -0.14 -1.91 0.70 -0.14
C -0.89 -0.74 1.35 -0.50
N -0.16 0.50 1.09 -0.18
O -0.78 1.61 1.72 -0.30
C -0.90 -1.03 2.84 -0.03
C -2.35 -0.73 0.84 -0.02
C -1.01 1.34 -1.12 -0.03
H 1.65 2.22 -1.19 0.10
H 2.10 1.64 0.46 0.06
H 0.94 2.92 0.25 0.06
H 1.92 -0.30 -0.58 0.10
H 0.98 -0.08 -2.02 0.09
H 0.83 -2.45 -1.17 0.08
H -0.66 -1.81 -1.36 0.11
H 0.72 -2.22 1.30 0.11
H -0.81 -2.78 0.70 0.11
H -1.57 -1.84 3.11 0.09
H -1.20 -0.16 3.44 0.07
H 0.10 -1.32 3.18 0.05
H -2.77 -1.71 1.11 0.07
H -2.43 -0.62 -0.23 0.07
H -2.98 0.00 1.35 0.07
H -1.37 0.56 -1.80 0.06
H -0.63 2.15 -1.76 0.08
H -1.87 1.65 -0.53 0.06
O -3.69 -1.13 -3.88 -0.06
H -4.07 -0.55 -4.54 0.03
H -2.91 -0.65 -3.58 0.00
O -0.53 2.09 4.58 -0.09
H -0.55 1.85 3.63 -0.02
H -1.37 1.75 4.92 0.02
O 0.54 -2.74 5.28 -0.05
H 1.46 -2.63 5.01 0.05
H 0.35 -1.97 5.82 0.06
O 2.18 0.60 2.77 -0.06
H 2.14 -0.35 2.73 0.04
H 1.28 0.88 2.47 0.04
O -2.80 2.65 -4.09 -0.06
H -2.74 3.00 -3.18 0.01
H -3.66 2.23 -4.14 0.05
O -3.21 2.97 1.97 -0.09
H -2.45 2.40 1.70 -0.02
H -3.94 2.36 2.06 0.01
O -2.70 -4.83 1.13 -0.06
H -3.33 -4.17 1.42 0.03
H -2.69 -5.49 1.83 0.03
O 1.88 -4.32 -2.68 -0.05
H 1.15 -4.48 -3.29 0.02
H 1.73 -3.42 -2.37 -0.01
O 0.36 5.22 -1.76 -0.05
H -0.15 4.72 -1.12 0.00
H 0.44 6.09 -1.37 0.04
O 4.32 2.37 2.81 -0.07
H 3.53 1.84 2.59 0.00
H 4.00 3.01 3.45 0.05
O -2.85 3.80 -1.53 -0.05
H -3.74 3.82 -1.17 0.06
H -2.28 3.99 -0.78 0.05
O -1.01 0.64 -4.79 -0.08
H -1.55 1.46 -4.73 0.01
H -0.44 0.68 -4.02 0.01
O 4.36 -0.88 -1.96 -0.06
H 3.89 -0.69 -1.15 0.01
H 3.70 -0.76 -2.65 -0.01
O -0.21 4.44 2.32 -0.08
H 0.73 4.58 2.18 0.02
H -0.34 3.50 2.09 -0.02
O 5.12 2.27 0.09 -0.08
H 5.47 1.39 -0.03 0.02
H 4.94 2.37 1.04 -0.02
O 0.18 -4.70 3.13 -0.05
H 0.33 -4.06 3.85 0.00
H 0.43 -5.55 3.50 0.05
O 0.28 -1.97 -4.33 -0.04
H -0.46 -1.35 -4.26 0.02
H 0.07 -2.51 -5.10 0.06
O 1.28 -5.12 0.53 -0.07
H 0.94 -4.63 1.30 -0.02
H 0.50 -5.28 -0.02 0.03
O 2.32 0.00 -4.06 -0.06
H 2.68 0.24 -4.92 0.05
H 1.75 -0.77 -4.23 0.00
```

As for the multiplicity: 1. Its total charge is -1. As for the HOMO-LUMO gap: 6.14 eV. The LUMO energy comes out at 2.020 eV.


Which structure is the least stable? The one labeled *a*.


*a*
Here is C7H14CoN4O2S4Sb as an isolated structure from OMol25. Energies are from ωB97M-V with the def2-TZVPD basis set.

The geometry in XYZ format:
```
33
Properties=species:S:1:pos:R:3:mulliken_spin:R:1
Co -0.78 1.04 0.11 2.61
S -3.57 -0.02 -3.27 -0.06
Sb -4.10 0.86 -1.21 -0.08
S -1.90 2.72 -0.53 0.46
S -2.50 -0.26 0.32 0.16
S -6.16 0.18 -0.41 -0.11
C 0.74 -1.69 4.75 0.00
N 0.93 -0.97 3.52 0.00
C 2.21 -0.70 2.91 0.00
C 1.81 0.15 1.71 -0.02
O 2.61 0.60 0.92 0.00
N 0.43 0.31 1.72 0.03
C -0.03 -0.33 2.81 0.01
N -1.30 -0.28 3.19 0.00
H 1.50 -2.47 4.82 0.00
H -0.23 -2.18 4.78 0.00
H 0.84 -1.05 5.63 0.00
H 2.72 -1.61 2.59 0.00
H 2.87 -0.14 3.57 0.00
H -1.96 -0.03 2.44 -0.01
H -1.62 -0.93 3.88 0.00
C 0.79 -0.78 -3.43 0.00
N 0.76 0.67 -3.57 0.00
C 0.50 1.28 -4.88 0.00
C 0.61 1.41 -2.48 0.01
O 0.61 0.93 -1.35 0.00
H 1.13 -1.22 -4.37 0.00
H -0.20 -1.17 -3.18 0.00
H 1.47 -1.05 -2.63 0.00
H 0.90 0.62 -5.65 0.00
H 1.00 2.24 -4.96 0.00
H -0.56 1.42 -5.06 0.00
H 0.47 2.48 -2.65 0.00
```

As for the multiplicity: 4. Its total charge is -1. As for the HOMO-LUMO gap (alpha / beta): 5.59 / 5.80 eV. Its expectation value of S² is 3.883. The LUMO energy (alpha / beta) comes out at 2.021 / 2.024 eV.


*b*
Here is C7H14CoN4O2S4Sb as an isolated structure from OMol25. Energies are from ωB97M-V with the def2-TZVPD basis set.

The geometry in XYZ format:
```
33
Properties=species:S:1:pos:R:3:mulliken_spin:R:1
Co 0.93 -0.89 -0.06 2.61
S 3.98 1.19 2.24 0.01
Sb 3.46 -1.05 2.21 0.00
S 2.92 -1.64 -0.35 0.17
S 1.01 -1.09 2.09 0.18
S 3.95 -2.14 4.18 -0.01
C -4.34 -2.60 0.78 0.00
N -3.25 -1.92 0.12 0.00
C -3.41 -1.08 -1.04 0.00
C -1.95 -0.71 -1.35 -0.01
O -1.63 -0.01 -2.28 0.00
N -1.14 -1.33 -0.42 0.03
C -1.93 -2.05 0.39 0.00
N -1.46 -2.86 1.32 0.00
H -5.23 -1.98 0.73 0.00
H -4.11 -2.77 1.83 0.00
H -4.56 -3.57 0.32 0.00
H -4.00 -0.19 -0.83 0.00
H -3.85 -1.61 -1.89 0.00
H -0.49 -2.66 1.63 -0.01
H -2.09 -3.22 2.02 0.00
C 1.26 3.38 -0.19 0.00
N 2.19 2.76 -1.13 0.00
C 3.48 3.39 -1.39 0.00
C 2.00 1.49 -1.46 0.01
O 1.02 0.84 -1.10 0.01
H 1.40 4.46 -0.21 0.00
H 1.41 2.99 0.82 0.00
H 0.24 3.14 -0.50 0.00
H 3.37 4.47 -1.30 0.00
H 3.81 3.17 -2.41 0.00
H 4.24 3.05 -0.69 0.00
H 2.79 1.04 -2.07 0.00
```

As for the multiplicity: 4. Its total charge is -1. As for the HOMO-LUMO gap (alpha / beta): 5.69 / 6.10 eV. Its expectation value of S² is 3.768. The LUMO energy (alpha / beta) comes out at 2.040 / 2.039 eV.


Which structure is the least stable? The one labeled *a*.